(1)
A molecular structure, C21H31N7O5PRbSe2, computed with ωB97M-V with the def2-TZVPD basis set.

The geometry in ORCA input format:
```
! wB97M-V def2-TZVPD RIJCOSX def2/J DEFGRID3
* xyz 0 1
Rb -0.6258 -0.7479 0.0843
C 3.5089 -1.0988 2.5922
Se 1.8827 -2.0250 2.0727
C 2.7236 -3.3940 0.9735
C 3.3518 -2.8835 -0.3238
Se 2.0782 -2.3617 -1.7198
C 1.3502 -4.1187 -2.0996
H 4.1672 -1.7705 3.1398
H 3.2184 -0.2764 3.2434
H 4.0201 -0.6828 1.7258
H 1.9410 -4.1275 0.7917
H 3.4911 -3.8672 1.5883
H 3.9853 -3.6552 -0.7649
H 3.9682 -2.0005 -0.1587
H 2.1535 -4.8003 -2.3687
H 0.6721 -4.0066 -2.9430
H 0.7912 -4.4709 -1.2367
O -4.3363 2.5266 0.8890
C -3.4690 1.7003 1.0459
O -2.5375 1.4348 0.1290
C -3.3494 0.8702 2.2941
C -4.3677 0.9422 3.2305
C -4.2789 0.1463 4.3624
C -3.1773 -0.6771 4.5125
C -2.2011 -0.6667 3.5244
N -2.2772 0.0850 2.4335
H -5.2045 1.6012 3.0498
H -5.0637 0.1582 5.1068
H -3.0796 -1.3429 5.3574
H -1.3301 -1.3084 3.6053
N 1.3914 1.9475 0.9365
C 2.6996 1.7137 0.5305
C 3.8064 2.2250 1.2094
C 5.0926 1.9252 0.7915
C 5.3148 1.1140 -0.3137
C 4.2195 0.5911 -0.9898
C 2.9324 0.8811 -0.5682
H 1.3024 2.6422 1.6629
H 0.7657 2.1497 0.1569
H 3.6526 2.8667 2.0696
H 5.9327 2.3367 1.3366
H 6.3220 0.8852 -0.6342
H 4.3712 -0.0745 -1.8338
H 2.0669 0.4283 -1.0391
O -0.3231 -3.5049 0.5525
N -1.3026 -3.3487 1.3396
C -1.4511 -4.2719 2.2728
C -2.5141 -4.1231 3.2084
N -3.3662 -4.0113 3.9753
C -0.5426 -5.3717 2.3688
N 0.2149 -6.2374 2.4089
N 1.3546 0.3730 -3.8358
C 0.6327 1.6561 -4.1377
P -0.6169 1.7124 -2.7402
O 0.0306 2.4384 -1.6092
O -0.9367 0.2403 -2.6371
C -2.0634 2.6663 -3.2976
N -2.7168 3.1284 -2.0678
H 0.5995 -0.2276 -3.4061
H 2.0689 0.5052 -3.1164
H 1.7869 -0.0762 -4.6385
H 0.1776 1.5545 -5.1211
H 1.3384 2.4822 -4.1236
H -2.7299 1.9950 -3.8385
H -1.7624 3.4738 -3.9759
H -2.1545 3.8524 -1.6338
H -2.7019 2.0140 -0.6669
H -3.6413 3.5007 -2.2447
*
```

Results
Orbital gap = 7.24 eV
Energy above the lowest of the compared OMol25 structures with the same formula, charge and spin = 0.323 eV

Mulliken population analysis, charges in e, atoms 1 to 4:
1. Rb 0.589
2. C -0.858
3. Se 0.110
4. C -0.773

(2)
A molecular structure, C28H40BN6O6S3SeTc in a non-equilibrium geometry, computed with ωB97M-V with the def2-TZVPD basis set.

The geometry in ORCA input format:
```
! wB97M-V def2-TZVPD RIJCOSX def2/J DEFGRID3
* xyz 1 4
Tc 3.0359 2.4902 0.5053
C 1.8422 1.4199 -4.4037
C 0.8654 1.3380 -3.3095
C -0.4972 1.4115 -3.5390
C -1.3839 1.3883 -2.4643
N -1.0743 1.0191 -1.2293
N 0.2841 1.0243 -1.0340
B 0.6078 0.4582 0.2899
N -0.2664 0.7323 1.4007
N -1.0580 -0.3112 1.8063
C -1.8813 -0.0444 2.7742
C -2.0826 1.2857 3.1937
C -1.3509 2.3211 2.7441
C -1.5595 3.7517 3.0489
C -0.3511 2.0610 1.7326
S 0.6382 3.1859 1.0116
C -2.6642 -1.2059 3.3655
C -2.1973 -2.5941 2.8179
C -2.5034 -1.1846 4.9425
C -4.1799 -0.9952 3.0371
N 1.2826 -0.8392 0.1303
N 0.8287 -1.7683 -0.7674
C 1.5409 -2.8620 -0.8184
C 2.7467 -2.9837 -0.0240
C 3.1465 -2.0121 0.8752
C 4.3981 -2.2300 1.6153
C 2.3611 -0.8626 0.9024
S 2.5447 0.4882 1.8935
C 1.0367 -4.0755 -1.6232
C -0.0870 -3.7662 -2.5949
C 2.1589 -4.6512 -2.4608
C 0.6034 -5.1129 -0.5645
C 1.2345 1.1109 -1.9473
S 2.9073 1.1557 -1.5146
C -2.7975 1.6651 -2.6045
C -3.1533 2.7572 -1.4917
C -3.1861 2.2235 -3.9799
C -3.5930 0.3901 -2.2541
H 1.3109 1.4803 -5.3947
H 2.5039 0.5685 -4.4124
H 2.5217 2.2677 -4.2893
H -0.7721 1.6732 -4.5598
H -2.9231 1.4968 3.9033
H -2.3443 3.9340 3.8453
H -1.7544 4.4043 2.1603
H -0.6902 4.2968 3.5024
H -1.2712 -2.8875 3.2893
H -2.1001 -2.5651 1.7402
H -3.0175 -3.2307 3.1056
H -1.4983 -1.4308 5.2922
H -3.1965 -1.8178 5.4778
H -2.7581 -0.2140 5.2768
H -4.1690 -1.1148 1.9608
H -4.4856 -0.0542 3.4514
H -4.8186 -1.6882 3.4948
H 3.4486 -3.8166 -0.1931
H 4.4379 -3.3223 1.6127
H 4.3708 -1.8409 2.6438
H 5.3642 -1.5768 1.3283
H 0.1979 -3.0697 -3.4298
H -0.8200 -3.1307 -2.0600
H -0.4634 -4.6684 -2.9540
H 2.6698 -3.8392 -3.0287
H 1.7003 -5.3770 -3.1026
H 2.8992 -5.1604 -1.8989
H -0.0925 -4.6647 0.1618
H 1.4462 -5.4403 0.0312
H 0.2373 -5.9956 -0.9765
H -2.4725 3.5796 -1.6046
H -2.9200 2.2961 -0.4914
H -4.1282 3.1778 -1.6004
H -2.6197 3.1529 -4.2380
H -4.2016 2.4504 -3.9749
H -2.9265 1.4839 -4.8025
H -3.2776 -0.0418 -1.3522
H -3.4516 -0.3557 -2.9897
H -4.6481 0.6619 -2.1372
O 1.4970 5.3488 -0.7970
C 2.6950 5.1832 -0.7581
O 3.3959 4.1474 -0.3858
H 3.4390 5.9658 -1.0612
O 4.9246 2.0424 0.6489
Se 5.2239 2.7465 2.2600
O 6.0937 4.1176 2.3508
O 3.5954 3.1665 2.3146
O 5.6508 1.4817 3.1784
*
```

Results
Orbital gap (spin up / spin down) = 7.39 / 7.35 eV

Mulliken population analysis, charges in e, atoms 1 to 4:
1. Tc 0.507
2. C -1.658
3. C 0.380
4. C -0.810

(3)
A single C6H6N4 molecule in a non-equilibrium geometry, computed with ωB97M-V with the def2-TZVPD basis set.

The geometry in ORCA input format:
```
! wB97M-V def2-TZVPD RIJCOSX def2/J DEFGRID3
* xyz 0 1
C 2.9246 1.2903 0.4350
C -2.1902 1.6546 0.6277
C 2.1604 1.7503 -0.5697
C -0.1156 0.9543 -1.0900
C -1.3212 0.6132 0.9000
C 0.4224 -0.9265 0.3998
N 3.7831 0.9779 1.1629
N -2.9017 2.5561 0.4888
N 1.1937 1.6578 -1.3126
N -0.3581 0.2410 0.1015
H -0.9686 1.7192 -1.3772
H -0.1141 0.2289 -1.9784
H -1.5182 0.3527 1.9399
H 1.1514 -0.6917 1.2449
H -0.1428 -1.8363 0.7504
H 0.9710 -1.1738 -0.5172
*
```

Results
Orbital gap (spin up / spin down) = 8.14 / 6.31 eV
Energy above the lowest of the compared OMol25 structures with the same formula, charge and spin = 5.626 eV

Mulliken population analysis, charges in e, atoms 1 to 4:
1. C 0.310
2. C 0.007
3. C 0.315
4. C -0.685

(4)
2 unconnected molecules or ions with the total composition C3H8N2O2 in a non-equilibrium geometry, computed with ωB97M-V with the def2-TZVPD basis set.

The geometry in ORCA input format:
```
! wB97M-V def2-TZVPD RIJCOSX def2/J DEFGRID3
* xyz 0 1
C -1.4228 1.1973 -1.7895
C 1.7990 -1.2440 0.8701
C -0.1277 -0.1513 1.8637
N -0.6561 0.8579 -0.5959
N -1.3448 0.2382 0.1905
O -2.4531 -0.3070 0.2820
O 1.1355 -0.0602 1.3739
H -0.8721 1.4951 -2.6355
H -2.1728 2.0665 -1.5610
H -2.0370 0.3849 -1.8895
H 1.4938 -1.3399 -0.2113
H 1.2775 -2.2122 1.1344
H 2.8814 -0.9656 1.0296
H -0.5831 -1.0898 1.9349
H -0.5122 0.6540 2.4742
*
```

Results
Orbital gap = 8.92 eV
Energy above the lowest of the compared OMol25 structures with the same formula, charge and spin = 6.736 eV

Mulliken population analysis, charges in e, atoms 1 to 4:
1. C -0.698
2. C -0.587
3. C -0.211
4. N -0.352